(1)
A cluster of 3 separate species, C3H14N2O2 in total in a non-equilibrium geometry, computed with ωB97M-V/def2-TZVPD.

Results
- F_max (eV/Å) = 3.28
- SMILES = CNCCN.O.O
- Kohn-Sham gap (Ha) = 0.378
- LUMO level (eV) = 0.8
- energy above the lowest of the compared OMol25 structures with the same formula, charge and spin (kcal per mole) = 30.2
- electronic energy (hartree) = -382.6517
- multiplicity = 1
- molar mass (u) = 110.2
- total charge = 0

XYZ file:
```
21
Properties=species:S:1:pos:R:3:forces:R:3
H -2.1271 -0.9421 -0.1762 -0.42 0.30 0.23
C -1.2686 -0.3402 -0.4604 0.72 -1.38 0.05
H -2.6474 0.8865 3.0881 0.07 0.02 -0.42
C 2.4233 -0.9387 0.0740 0.90 0.35 0.55
C -0.0540 -1.1138 0.0413 0.68 0.63 1.53
H -1.2672 -0.3294 -1.5582 0.10 0.62 0.14
H -0.2345 -1.2489 1.1386 0.09 -0.24 -0.65
H 2.3385 -2.0015 0.3191 -0.54 0.15 0.45
H -0.3962 1.4407 -0.1322 -0.92 0.07 0.20
O -3.1885 0.9637 2.2928 0.29 -0.05 -0.90
H 3.0196 -1.0076 -0.8477 -0.26 0.61 -0.02
H -2.0516 1.4430 -0.0870 0.52 0.47 -0.05
H 1.6025 1.6176 -2.7759 -0.95 -0.37 0.85
H -2.5682 0.9462 1.5049 -0.42 -0.05 1.89
N -1.2218 0.9525 0.2557 -0.44 -0.20 -1.56
H 1.1142 0.4928 0.6258 -0.24 0.52 0.78
H 3.0790 -0.4669 0.8679 -0.74 -0.48 -0.92
H 1.2365 0.6234 -1.5963 0.10 -0.36 0.57
H 0.1756 -2.1300 -0.3620 -0.35 1.08 -0.21
O 0.9008 1.3530 -2.1323 0.66 1.31 -1.88
N 1.1348 -0.2001 -0.0798 1.15 -3.00 -0.63
```
Positions in Å, forces in eV/Å.

***

(2)
A cluster of 3 separate species, C3H14N2O2 in total in a non-equilibrium geometry, computed with ωB97M-V/def2-TZVPD.

Results
- F_max (eV/Å) = 1.65
- SMILES = CCNCN.O.O
- Kohn-Sham gap (Ha) = 0.360
- LUMO level (eV) = 0.5
- energy above the lowest of the compared OMol25 structures with the same formula, charge and spin (kcal per mole) = 22.6
- electronic energy (hartree) = -382.6638
- multiplicity = 1
- molar mass (u) = 110.2
- total charge = 0

XYZ file:
```
21
Properties=species:S:1:pos:R:3:forces:R:3
C 0.3684 1.0114 0.1061 -0.23 0.75 -1.45
H -1.7414 -2.4697 -1.1739 0.00 0.11 -0.15
N 1.2231 1.6983 -0.9054 -0.10 -0.11 1.11
H 0.5533 -0.7781 -2.1801 -0.03 0.24 -0.19
O 0.9349 1.6036 3.9668 -0.38 0.38 -0.65
H -2.3072 -0.4343 0.1906 -0.42 -0.40 0.12
H 0.2720 1.0664 3.5176 0.06 -0.33 0.25
H 0.9553 0.4721 0.7980 0.70 -0.52 1.09
H -1.6210 -2.9931 0.4731 -0.20 -0.03 0.33
H -0.1813 -2.5997 -0.4181 0.29 0.19 0.07
H 2.1591 1.3345 -0.7720 0.13 -0.07 -0.40
H -0.1669 1.8162 0.6299 -0.37 -0.26 0.10
H 1.6106 -0.5386 -3.2731 0.07 0.10 0.00
H -0.9721 -0.8230 1.2532 -0.02 0.15 0.02
H -0.9773 0.4856 -1.3100 0.10 0.00 -0.03
H 0.8403 2.4287 3.4651 0.31 -0.05 0.39
O 0.7042 -0.8221 -3.1430 -0.09 -0.31 0.10
H 1.3008 2.6689 -0.6127 -0.04 -0.02 -0.25
N -0.4402 0.0274 -0.5826 -0.20 -0.10 -0.28
C -1.2058 -2.2937 -0.2417 -0.51 -0.46 -0.56
C -1.3090 -0.8609 0.2122 0.92 0.75 0.38
```
Positions in Å, forces in eV/Å.

***

(3)
A cluster of 3 separate species, C3H14N2O2 in total in a non-equilibrium geometry, computed with ωB97M-V/def2-TZVPD.

Results
- F_max (eV/Å) = 1.23
- SMILES = C[C@@H](N)CN.O.O
- Kohn-Sham gap (Ha) = 0.359
- LUMO level (eV) = 0.7
- energy above the lowest of the compared OMol25 structures with the same formula, charge and spin (kcal per mole) = 23.1
- electronic energy (hartree) = -382.6630
- multiplicity = 1
- molar mass (u) = 110.2
- total charge = 0

XYZ file:
```
21
Properties=species:S:1:pos:R:3:forces:R:3
H -2.2196 -5.3296 -3.5312 -0.03 -0.01 -0.01
H 1.1183 7.2561 0.3206 0.08 -0.13 0.13
H 0.0214 -1.4829 2.7273 0.14 -0.29 -0.36
H -0.3877 0.7408 1.5638 0.02 -0.02 0.12
H -1.3674 0.3884 -1.3887 0.29 0.29 0.19
H 1.0710 -0.2031 3.0886 0.59 0.08 0.04
H 1.8993 6.8933 -0.9210 0.08 -0.22 0.42
H 0.0914 -1.2406 -0.6241 0.16 -0.02 -0.04
C -0.5498 -0.7700 0.1279 -0.15 -0.12 0.11
H 1.6769 -1.4701 1.9946 0.14 -0.21 -0.07
H -2.6196 -6.2078 -2.3437 0.15 0.07 -0.12
N 1.4329 0.7122 0.5573 -0.26 0.07 0.00
H -2.3065 -0.7107 -0.7736 -0.18 0.53 0.20
C 0.8186 -0.8785 2.2776 -1.03 0.43 0.51
N -1.6492 0.0204 -0.4843 0.02 -1.03 -0.39
H 1.7072 0.2648 -0.3063 0.16 0.05 -0.10
O 1.8101 6.6557 0.0172 -0.16 0.35 -0.55
C 0.2880 -0.0061 1.1414 0.24 0.22 -0.04
H 1.1854 1.6674 0.3496 0.03 0.12 -0.16
O -1.8565 -5.9037 -2.8510 -0.12 -0.06 0.13
H -1.0188 -1.5884 0.6710 -0.15 -0.09 -0.01
```
Positions in Å, forces in eV/Å.

***

(4)
A cluster of 3 separate species, C3H14N2O2 in total in a non-equilibrium geometry, computed with ωB97M-V/def2-TZVPD.

Results
- expectation value of S² = 0.76
- F_max (eV/Å) = 4.09
- Kohn-Sham gap (alpha / beta) (Ha) = 0.397 / 0.191
- LUMO level (alpha / beta) (eV) = -3.4 / -9.0
- energy above the lowest of the compared OMol25 structures with the same formula, charge and spin (kcal per mole) = 56.8
- electronic energy (hartree) = -382.2823
- multiplicity = 2
- molar mass (u) = 110.2
- total charge = +1

XYZ file:
```
21
Properties=species:S:1:pos:R:3:forces:R:3
H -0.9568 0.9764 -0.0565 0.07 0.21 -0.16
N 1.0016 -1.2042 1.3739 -0.13 3.95 -1.04
H -1.0512 -5.0113 -1.7853 0.14 -0.37 -0.11
O -1.5177 -4.1922 -1.6339 -0.58 -0.27 0.73
H -0.2142 2.2039 -1.1930 -0.24 -1.26 0.32
H 2.7494 -0.8150 0.0762 0.54 0.81 1.35
C -0.2103 1.1251 -0.8406 2.09 -0.41 0.54
H 0.8410 -0.4662 2.0919 0.66 -1.04 0.27
H -1.0036 -3.5227 -2.0548 0.47 0.69 -0.61
H -2.7188 3.8584 3.3520 0.23 -0.18 -0.02
H -0.5607 0.7562 -2.6851 -0.76 -0.24 -1.28
H 0.0909 -1.6130 1.1749 0.16 -0.97 -0.16
H -2.4553 2.3784 3.5619 -0.47 -0.69 0.38
H 1.4290 -1.2319 -0.6273 -0.75 0.30 0.10
C 1.6881 -0.5931 0.2307 -1.21 -0.74 -1.28
H 0.6005 -0.0965 -2.1275 -0.66 -0.55 -0.53
N -0.4032 0.0825 -1.9609 1.93 2.02 1.79
H 2.1539 1.3909 -0.7119 -0.57 -0.64 -0.37
O -2.0471 3.1698 3.2449 0.25 0.82 -0.38
H 1.3032 1.7821 0.7110 -0.19 -1.51 -0.47
C 1.2814 1.0224 -0.1404 -0.97 0.06 0.94
```
Positions in Å, forces in eV/Å.

***

(5)
A cluster of 3 separate species, C3H14N2O3 in total in a non-equilibrium geometry, computed with ωB97M-V/def2-TZVPD.

Results
- F_max (eV/Å) = 3.18
- SMILES = NCCNCO.O.O
- Kohn-Sham gap (Ha) = 0.355
- LUMO level (eV) = 0.4
- energy above the lowest of the compared OMol25 structures with the same formula, charge and spin (kcal per mole) = 52.6
- electronic energy (hartree) = -457.8553
- multiplicity = 1
- molar mass (u) = 126.2
- total charge = 0

XYZ file:
```
22
Properties=species:S:1:pos:R:3:forces:R:3
N -0.0771 0.2155 -0.6541 -0.71 -2.17 -1.04
H 2.1517 0.1148 -1.2476 -0.11 -0.14 -0.27
H -0.5446 0.1237 -2.5642 -0.87 2.03 0.54
N -0.9620 -2.0253 1.8890 -0.05 1.72 -1.11
H 3.4851 -0.5418 -0.8861 -0.76 0.76 -1.56
O -2.0155 1.3522 -1.5094 0.29 1.42 -0.64
O 1.3740 2.4269 2.7998 -0.77 0.85 1.39
C -0.9502 -0.8936 -0.2884 0.36 -1.11 2.96
C -0.6994 0.9333 -1.7334 2.35 -1.15 -1.02
H 2.0515 1.7663 2.8947 0.47 -0.40 0.08
H -1.4034 -1.2990 -1.1432 -0.40 -0.14 -1.64
H 0.6420 -2.4920 0.4775 -0.26 0.86 -0.18
H -0.7145 -2.7293 2.5482 0.43 -0.18 0.48
H -2.6123 0.7437 -1.0782 0.36 -0.64 0.01
H 0.0469 1.8120 -1.8310 -1.94 -0.92 -0.66
H 0.0993 0.8629 0.0365 0.29 1.24 2.47
H -1.8219 -0.6129 0.3872 0.90 0.03 -0.77
C -0.4335 -2.2215 0.4908 -0.04 1.99 0.62
O 3.0034 -0.1146 -1.6573 0.72 -0.72 1.82
H -0.8849 -3.0282 -0.0828 -0.57 -0.30 0.67
H 1.1955 2.7378 3.7297 0.29 -0.49 -1.51
H -0.8137 -1.0162 2.2353 0.00 -2.55 -0.64
```
Positions in Å, forces in eV/Å.

***

(6)
A cluster of 3 separate species, C3H14N2O3 in total in a non-equilibrium geometry, computed with ωB97M-V/def2-TZVPD.

Results
- F_max (eV/Å) = 3.03
- SMILES = NCCNCO.O.O
- Kohn-Sham gap (Ha) = 0.333
- LUMO level (eV) = 0.2
- energy above the lowest of the compared OMol25 structures with the same formula, charge and spin (kcal per mole) = 44.1
- electronic energy (hartree) = -457.8688
- multiplicity = 1
- molar mass (u) = 126.2
- total charge = 0

XYZ file:
```
22
Properties=species:S:1:pos:R:3:forces:R:3
C 0.1309 -0.1259 -1.8450 -1.96 0.73 -0.77
H 2.5342 -0.4060 1.7820 0.75 -0.60 0.34
H -0.6059 -2.5375 -1.4819 0.48 0.07 0.40
N -0.4404 -0.5915 -0.5881 -0.79 -0.20 -1.57
H -0.6799 -0.1706 -2.6496 0.99 -0.50 0.83
H 0.5900 1.8137 -2.6546 0.34 0.06 -0.02
C 0.3158 1.4019 -1.6817 2.60 -0.53 0.34
H -2.1937 1.4866 1.0969 -0.93 0.24 0.59
O -0.5056 -2.5789 0.6142 -1.10 2.12 0.37
H 2.1624 1.0482 -0.7505 0.96 -0.97 -0.04
O -2.0395 1.6142 2.0580 1.12 -0.52 -1.70
C -0.9666 -1.9585 -0.6152 2.71 0.15 0.84
H 1.0235 -0.7517 -2.2025 -0.83 1.17 0.43
H -2.0083 -1.9433 -0.7526 -1.68 0.02 0.50
N 1.4200 1.6841 -0.6875 -2.09 1.53 -1.16
O 1.8595 0.2486 1.8738 -1.17 1.77 2.16
H -0.5927 -1.7854 1.2498 0.16 -2.20 -0.98
H -1.0972 1.3812 1.9505 -0.13 0.18 1.03
H 1.1361 1.8153 0.2679 -0.11 -0.23 -0.06
H -0.5786 1.9632 -1.4175 -0.17 -0.54 0.36
H 0.1910 -0.3709 0.1560 0.49 -0.46 0.43
H 1.8664 0.6334 2.8194 0.34 -1.27 -2.31
```
Positions in Å, forces in eV/Å.

***

(7)
A cluster of 4 separate species, C3H14N2O4S in total in a non-equilibrium geometry, computed with ωB97M-V/def2-TZVPD.

Results
- F_max (eV/Å) = 6.10
- SMILES = NC(=O)[C@@H](N)CS.O.O.O
- Kohn-Sham gap (Ha) = 0.341
- LUMO level (eV) = 0.6
- energy above the lowest of the compared OMol25 structures with the same formula, charge and spin (kcal per mole) = 43.4
- electronic energy (hartree) = -931.3160
- multiplicity = 1
- molar mass (u) = 174.2
- total charge = 0

XYZ file:
```
24
Properties=species:S:1:pos:R:3:forces:R:3
H 1.9831 2.9196 0.4346 0.46 -0.45 -0.53
O 1.3409 3.3221 1.0077 -2.11 0.68 -0.45
H -1.1877 -1.5066 -0.8666 -0.44 0.14 0.01
O -2.9055 -0.4463 0.0478 -2.53 -1.00 -0.96
C 0.7352 -0.5166 -0.6571 1.83 -2.17 -2.53
H -0.3906 1.3788 -3.3392 0.16 -1.15 1.33
N -0.2858 0.5567 -2.6989 -0.04 0.35 -0.49
H -2.3295 0.2693 0.2335 0.60 0.68 1.02
H 2.6917 -0.7689 0.0785 -2.07 1.64 0.89
N 1.7674 -0.2860 0.3075 2.25 -4.32 -3.68
H -3.0832 -1.0308 0.7982 0.49 0.77 0.01
H -0.2422 0.9989 2.9973 -0.04 0.52 -1.98
H 0.0882 1.8517 1.5835 -0.82 -1.77 1.68
H 1.6742 0.3804 0.9647 -0.17 2.45 2.47
C 0.4219 0.7343 -1.5175 -1.48 1.38 -0.90
H -0.7422 -0.5139 0.7505 -0.23 -1.64 -2.09
H -0.8271 -0.2640 -2.9587 0.53 0.20 0.37
H 0.5919 3.5012 0.3600 1.48 -0.26 1.08
H 0.9099 -2.8232 1.3577 1.35 0.43 0.27
S -0.3168 -2.8295 0.9471 -1.19 0.33 -1.53
O -0.3939 1.0367 2.0067 1.00 1.63 0.43
O 0.7443 1.8968 -1.2585 0.37 -1.40 0.32
H 1.1322 -1.2397 -1.5027 -0.06 1.28 1.57
C -0.4669 -1.2593 -0.1145 0.66 1.67 3.67
```
Positions in Å, forces in eV/Å.

***

(8)
The ion C3H14N4O with charge +2 in a non-equilibrium geometry, computed with ωB97M-V/def2-TZVPD.

Results
- F_max (eV/Å) = 4.97
- SMILES = N[C@H]([NH3+])[C@@H](O)[C@@H](N)[NH3+]
- Kohn-Sham gap (Ha) = 0.413
- LUMO level (eV) = -6.8
- energy above the lowest of the compared OMol25 structures with the same formula, charge and spin (kcal per mole) = 23.2
- electronic energy (hartree) = -416.3125
- multiplicity = 1
- molar mass (u) = 122.2
- total charge = +2

XYZ file:
```
22
Properties=species:S:1:pos:R:3:forces:R:3
H 2.1007 -1.0554 -1.3222 -0.24 -0.60 0.72
H 3.1814 0.0288 1.1652 0.26 -0.62 -0.34
H -2.9417 -0.3869 0.3181 1.46 -0.19 0.57
C -1.0466 -0.1665 -0.7674 0.18 -1.41 2.48
H 2.1491 0.7427 2.1392 -0.45 0.63 -1.32
H -0.3373 2.4924 0.0021 0.11 0.32 0.23
H 2.0706 -2.3134 -0.0785 -0.86 2.19 -0.52
H -1.4876 -0.7265 1.3489 -1.69 1.45 -1.63
O -0.1313 1.7018 0.5186 0.53 -0.49 -1.61
H -2.5405 -0.1040 -1.9809 -2.03 -0.73 -1.28
C 0.1792 0.6408 -0.4082 1.97 -1.48 1.12
H -0.8681 -1.2672 -0.8305 0.16 0.86 -0.50
H 0.5744 -0.8814 1.2712 1.50 1.31 -1.59
C 1.1859 -0.3618 0.3934 -1.92 -1.36 1.15
N -1.9398 -0.1289 0.5470 -0.32 -0.19 1.51
H -1.7327 1.4609 -1.9995 -0.06 -3.33 0.79
H -1.9683 0.8905 0.7992 0.12 -1.12 0.34
N 2.2989 0.5284 1.1222 -0.77 -3.77 2.66
N 1.6796 -1.3824 -0.4379 0.95 -0.32 -0.10
H 2.4406 1.2309 0.5062 0.65 3.85 -1.68
H 0.6069 0.8707 -1.4258 0.03 0.57 1.21
N -1.7296 0.3753 -1.7726 0.43 4.43 -2.21
```
Positions in Å, forces in eV/Å.

***

(9)
A structure of composition C3H14N6O4Rb in a non-equilibrium geometry, computed with ωB97M-V/def2-TZVPD.

Results
- F_max (eV/Å) = 9.66
- Kohn-Sham gap (Ha) = 0.356
- LUMO level (eV) = -2.7
- energy above the lowest of the compared OMol25 structures with the same formula, charge and spin (kcal per mole) = 162.4
- electronic energy (hartree) = -775.9455
- multiplicity = 1
- molar mass (u) = 283.7
- total charge = +1

XYZ file:
```
28
Properties=species:S:1:pos:R:3:forces:R:3
H -7.4237 -29.0912 14.1619 0.19 -0.57 0.36
N -4.0813 -25.8473 18.9116 4.19 1.31 -0.75
C -4.4615 -27.6428 14.8434 4.11 -0.80 1.97
N -6.4442 -32.0136 13.9795 1.49 -3.55 -0.07
H -6.0988 -25.3620 19.7078 -0.86 -0.64 -0.09
N -7.1240 -30.0072 13.8601 -2.06 3.31 -1.32
O -4.2025 -30.3634 18.7573 1.69 -2.14 4.27
H -4.1279 -25.7316 14.9492 1.21 0.29 0.09
H -6.3942 -27.8223 14.8183 0.03 0.42 -0.20
O -4.9866 -27.6238 17.8430 -0.17 7.95 2.96
O -4.0976 -28.8085 15.1000 0.47 2.90 -5.02
N -5.6656 -27.1437 14.6486 -4.02 -1.37 -0.62
C -6.4384 -30.8714 14.5950 -0.95 1.76 0.23
Rb -4.9930 -29.4135 16.9966 1.01 -2.77 2.09
H -4.3271 -25.0716 19.5099 1.15 -0.07 -0.35
H -6.8169 -26.8973 18.9971 -1.07 0.94 0.91
N -3.6131 -26.6004 14.9679 0.66 1.31 -0.25
H -3.7337 -31.0822 18.3333 0.33 -0.47 0.04
H -3.2110 -25.9745 18.4151 0.15 0.66 0.52
N -6.0775 -26.2469 19.2213 -4.87 -0.94 0.60
H -2.6689 -26.6376 15.3246 -0.36 -0.27 -0.25
H -7.4619 -30.1747 12.9232 0.38 -0.43 0.22
O -5.9139 -30.5613 15.6622 -4.54 -5.88 -6.17
H -7.2059 -32.2854 13.3744 0.55 -0.22 0.16
H -5.9420 -26.1883 14.8241 0.37 -0.29 -0.06
H -4.2349 -30.6101 19.6816 0.21 -0.20 0.52
H -5.7703 -32.6466 14.3860 -0.55 -0.71 -0.47
C -5.0489 -26.6343 18.5532 1.27 0.42 0.68
```
Positions in Å, forces in eV/Å.

***

(10)
A cluster of 3 separate species, C3H14NO2 in total in a non-equilibrium geometry, computed with ωB97M-V/def2-TZVPD.

Results
- expectation value of S² = 0.75
- F_max (eV/Å) = 1.17
- Kohn-Sham gap (alpha / beta) (Ha) = 0.130 / 0.457
- LUMO level (alpha / beta) (eV) = 0.8 / 0.6
- energy above the lowest of the compared OMol25 structures with the same formula, charge and spin (kcal per mole) = 5.0
- electronic energy (hartree) = -327.8082
- multiplicity = 2
- molar mass (u) = 96.1
- total charge = 0

XYZ file:
```
20
Properties=species:S:1:pos:R:3:forces:R:3
H -0.2260 -2.6297 2.3535 -0.14 0.14 0.10
N 0.9666 -0.5695 -0.7345 -1.17 -0.11 -0.01
H 1.5065 0.2604 -0.4179 0.38 -0.44 -0.06
C -2.3982 1.2724 -0.2105 0.63 0.04 0.11
H -2.8514 0.5588 -0.8905 -0.41 -0.15 0.13
H 0.8200 -3.3627 1.5353 -0.04 0.28 -0.16
H -0.9852 0.2451 1.1155 -0.19 -0.05 0.06
H -1.0910 -1.1221 -0.8012 0.24 -0.18 0.14
H -2.9810 1.4090 0.6909 -0.37 -0.09 0.02
O 2.8107 1.3638 -0.0023 -0.03 0.22 -0.06
H 2.7099 1.6602 0.9150 0.40 -0.04 -0.09
H 3.7584 1.2882 -0.2177 -0.35 0.00 0.27
C -0.4940 -0.2137 -0.8851 0.28 -0.56 -0.26
H 1.3053 -0.8628 -1.6730 0.44 -0.03 -0.09
H 1.0821 -1.3883 -0.1167 0.15 0.27 0.30
O 0.2979 -2.5420 1.5492 0.20 -0.36 -0.03
C -0.9906 0.7726 0.1625 0.18 0.14 -0.36
H -2.3776 2.2266 -0.7324 0.16 0.05 -0.05
H -0.5713 0.0350 -1.9454 -0.32 0.81 0.25
H -0.2910 1.5988 0.3052 -0.04 0.07 -0.22
```
Positions in Å, forces in eV/Å.